[1]
C3H4N4O2 | ωB97M-V/def2-TZVPD

XYZ file:
```
13
Properties=species:S:1:pos:R:3:forces:R:3
O -0.6414 2.4013 1.8016 -0.320 -0.859 1.541
N -0.8231 1.3816 2.4722 0.750 -2.800 -3.036
O -1.1368 1.1826 3.6094 0.064 1.029 -0.205
N -0.6865 0.1233 1.6805 -0.931 -0.564 2.581
C -0.1451 -0.0730 0.4147 0.520 0.206 0.557
C 0.3237 -1.2464 -0.1259 -0.290 3.509 -1.025
N 0.7229 -0.9814 -1.4360 -0.951 0.292 1.339
C 0.4659 0.2962 -1.5855 0.490 -0.741 -0.313
N -0.0166 0.9392 -0.4848 -0.526 -1.378 0.817
H -0.8373 -0.7839 2.2274 0.270 2.389 -0.598
H 0.4183 -2.0720 0.4526 0.440 -2.823 0.908
H 0.4274 0.6633 -2.5509 0.405 1.408 -1.494
H -0.1786 1.8617 -0.0989 0.079 0.332 -1.071
```
Forces are in eV/Å.

**Lowest unoccupied orbital energy (spin up / spin down)**: -0.2 / -0.2 eV
**F_max**: 4.20 eV Å⁻¹


[2]
C3H4N4O2 | ωB97M-V/def2-TZVPD

XYZ file:
```
13
Properties=species:S:1:pos:R:3:forces:R:3
C -0.0780 -1.2340 -1.5903 -0.086 2.491 1.581
C 0.1006 -1.1698 0.6736 0.282 0.437 -2.349
C -0.1439 2.1608 -0.4012 -1.065 -0.963 3.084
N 0.0946 -1.7799 -0.4150 0.200 -0.168 1.803
N -0.1832 0.1475 -1.5359 0.356 -0.706 -0.872
N -0.0196 0.6967 -0.4451 0.415 -1.949 0.894
N 0.3526 -1.4367 2.0499 -1.240 -0.307 0.045
O 0.7048 -2.5502 2.4204 0.145 0.907 -0.816
O -0.0292 -0.5344 2.7679 0.582 0.396 0.562
H -0.1765 -1.7375 -2.4851 -0.169 -0.885 -1.455
H -1.2244 2.3334 -0.4784 0.281 0.462 0.111
H 0.3681 2.6280 -1.1866 0.844 0.490 -1.088
H 0.2340 2.4761 0.6259 -0.545 -0.206 -1.502
```
Forces are in eV/Å.

**Lowest unoccupied orbital energy**: -1.1 eV
**F_max**: 3.40 eV Å⁻¹


[3]
C3H4N4O3S2 | ωB97M-V/def2-TZVPD

XYZ file:
```
16
Properties=species:S:1:pos:R:3:forces:R:3
C 1.9057 1.3654 2.0363 -1.032 0.364 0.482
C -0.0808 -0.5819 -1.4583 0.863 -0.390 0.524
C -1.2046 -0.7901 -0.7829 -1.330 0.107 -1.288
N 3.0040 0.7582 0.4144 -0.245 -2.578 -1.831
N 3.0529 1.9935 2.1126 -0.619 1.085 2.349
N 3.7030 1.5487 1.1053 3.384 1.051 -1.654
N 1.8234 0.5334 0.9880 -0.485 1.198 1.003
O -2.7334 -0.7663 -2.9244 -0.552 -0.738 1.609
O -3.9353 -0.8755 -0.7232 1.189 -0.030 -0.508
O -2.7148 -2.8320 -1.5526 -0.147 0.318 0.022
S 0.6003 1.8855 3.1221 -0.317 -1.777 -0.947
S -2.8129 -1.3662 -1.5539 1.040 0.381 -1.459
H -0.0171 -0.9643 -2.4620 -0.300 0.143 -0.512
H -0.0290 0.8028 2.5492 -0.467 0.779 0.777
H 0.9000 -0.1928 -1.0726 -1.434 -0.331 0.135
H -1.4615 -0.5184 0.2019 0.452 0.418 1.300
```
Forces are in eV/Å.

**Lowest unoccupied orbital energy**: 5.0 eV
**Charge**: -2
**F_max**: 3.91 eV Å⁻¹


[4]
C3H4N4S | ωB97M-V/def2-TZVPD

XYZ file:
```
12
Properties=species:S:1:pos:R:3:forces:R:3
H -0.9499 2.2048 0.0088 -1.855 -0.422 -0.198
N -0.0473 1.8378 -0.0587 4.651 2.113 0.074
C 0.2395 0.6368 0.0190 -1.043 2.593 0.687
C -0.7942 -0.3477 0.0274 -2.416 0.142 -0.342
S -2.3924 0.0219 0.0231 0.239 -0.407 0.160
N -0.2326 -1.5248 -0.0941 3.334 -3.912 0.395
C 1.1105 -1.3696 -0.0176 -2.446 0.319 -0.671
N 1.4616 -0.0207 0.1106 0.639 -2.646 -0.621
N 2.8196 0.3342 -0.0678 0.688 4.122 0.531
H 1.7926 -2.2693 -0.1186 -0.584 1.707 0.283
H 3.2533 0.3728 0.9558 -1.113 0.670 -2.900
H 2.8378 1.4388 -0.6174 -0.093 -4.279 2.602
```
Forces are in eV/Å.

**Lowest unoccupied orbital energy**: -1.5 eV
**F_max**: 5.16 eV Å⁻¹


[5]
C3H4NO2 | ωB97M-V/def2-TZVPD

XYZ file:
```
10
Properties=species:S:1:pos:R:3:forces:R:3
N -0.4358 -0.4559 -0.0015 -0.574 0.202 -0.136
C 1.0041 -0.5237 0.0302 4.243 -9.805 -0.158
O 1.4477 -2.0552 0.0010 -2.851 9.257 0.175
C 1.8876 0.5321 0.0414 -2.199 0.729 -0.033
C 3.2199 0.3775 0.0065 1.253 -0.625 0.008
O 4.3443 0.3024 -0.0227 -0.369 0.019 0.008
H -0.8427 -0.3537 0.9441 0.161 0.033 -0.221
H -0.7293 -1.3845 -0.3646 0.166 0.236 0.123
H -0.7943 0.2975 -0.6099 -0.051 -0.209 0.184
H 1.5199 1.5516 0.0253 0.221 0.163 0.051
```
Forces are in eV/Å.

**Lowest unoccupied orbital energy (spin up / spin down)**: -5.7 / -5.7 eV
**Charge**: +1
**F_max**: 10.68 eV Å⁻¹


[6]
C3H4NO2 | ωB97M-V/def2-TZVPD

XYZ file:
```
10
Properties=species:S:1:pos:R:3:forces:R:3
C 1.0747 -0.6897 0.0503 -1.457 -1.069 3.788
C -0.5955 -0.4188 0.5815 -0.617 0.264 -0.495
C -0.9389 0.4987 -0.4778 0.354 1.688 0.767
N 1.3320 0.6400 -0.2193 -1.623 1.422 -3.545
O 1.5674 -1.7156 -0.1263 0.496 -0.404 -0.869
O 1.6480 1.6312 0.2541 1.275 0.487 1.802
H -1.0363 -1.3231 0.2113 0.237 -1.227 0.088
H -0.8290 -0.3326 1.6911 0.878 0.636 -1.508
H -0.9504 0.1388 -1.4732 -0.135 -0.834 -0.836
H -1.2720 1.5712 -0.4916 0.591 -0.964 0.807
```
Forces are in eV/Å.

**Lowest unoccupied orbital energy**: -7.1 eV
**Charge**: +1
**F_max**: 4.20 eV Å⁻¹


[7]
C3H4NO2 | ωB97M-V/def2-TZVPD

XYZ file:
```
10
Properties=species:S:1:pos:R:3:forces:R:3
C 0.6383 -2.6889 0.0549 1.708 1.551 2.167
C 0.6104 0.1344 -0.3812 -1.471 -2.011 -4.659
C -0.5843 -0.1632 0.4461 -0.117 -0.989 -2.059
N 0.3210 -1.2487 0.0143 -7.495 10.156 -6.126
O 0.4781 -3.6455 -0.5373 -0.625 -1.677 -1.479
O 1.0883 -2.0366 1.0529 6.036 -8.093 8.620
H 1.5382 0.5172 -0.1416 1.886 0.659 1.077
H 0.3453 0.2131 -1.4347 0.227 0.933 -0.038
H -0.5368 0.3846 1.3502 -0.376 -0.732 1.746
H -1.4851 -0.1489 -0.1932 0.228 0.204 0.751
```
Forces are in eV/Å.

**Spin multiplicity**: 3
**Lowest unoccupied orbital energy (spin up / spin down)**: -4.1 / -10.7 eV
**Charge**: +1
**F_max**: 14.03 eV Å⁻¹


[8]
C3H4NO3 | ωB97M-V/def2-TZVPD

XYZ file:
```
11
Properties=species:S:1:pos:R:3:forces:R:3
C 2.7003 -0.2574 0.4170 -1.532 -2.774 -0.536
C -0.3672 0.3973 0.1581 0.106 -0.464 0.291
C -1.4383 -0.7081 0.3690 -1.649 2.935 -0.003
N -0.5601 0.9603 -1.1818 1.934 0.125 -1.763
O 3.1582 0.7834 0.3471 0.959 2.327 0.175
O 2.3706 -1.3776 0.3902 0.317 0.386 0.352
O -1.0196 1.6889 -0.0364 0.256 0.586 0.241
H -1.1611 -1.3824 1.1265 0.074 -0.860 1.098
H -1.5956 -1.1895 -0.5437 0.205 -1.323 -1.677
H -2.5122 -0.2597 0.4995 1.702 -0.500 0.455
H 0.4250 1.3448 -1.5456 -2.371 -0.438 1.369
```
Forces are in eV/Å.

**Lowest unoccupied orbital energy**: 3.6 eV
**Charge**: -1
**F_max**: 3.37 eV Å⁻¹


[9]
C3H4NO3 | ωB97M-V/def2-TZVPD

XYZ file:
```
11
Properties=species:S:1:pos:R:3:forces:R:3
C 0.5799 -0.7256 0.0371 0.036 0.215 0.268
C -0.2615 0.2858 0.0634 3.414 1.117 0.557
C 1.7199 0.2697 0.1025 0.641 0.515 -0.736
N -1.5879 0.6874 -0.1042 -1.171 -1.996 2.087
O 2.8767 0.3779 -0.0698 -0.634 -0.452 0.489
O 0.7816 1.2992 0.1936 -1.028 0.921 -0.103
O 0.3840 -1.9752 0.0501 -1.816 -2.150 -0.002
H -2.1667 0.1367 0.6849 0.612 0.927 -2.897
H -1.7511 0.6129 -1.1237 -1.327 -0.063 0.619
H -1.6560 1.6267 0.2298 -0.144 1.438 -0.111
H 1.0812 -2.5955 -0.0637 1.416 -0.472 -0.172
```
Forces are in eV/Å.

**Lowest unoccupied orbital energy**: -4.6 eV
**Charge**: +1
**F_max**: 3.64 eV Å⁻¹


[10]
C3H4NO3S2 | ωB97M-V/def2-TZVPD

XYZ file:
```
13
Properties=species:S:1:pos:R:3:forces:R:3
C 0.1762 0.4340 0.3381 -0.638 -2.505 -1.068
C 1.1843 -0.6236 0.5572 1.307 -1.956 0.566
C -1.3806 -1.0835 0.9900 1.412 -5.011 2.476
N -1.1835 0.0678 0.4854 1.047 3.705 -0.457
O 1.0434 1.4196 -2.2412 0.843 -1.140 -0.467
O -1.1798 0.2820 -1.7837 0.833 -1.157 -2.592
O -0.5859 2.2472 -0.6262 0.236 1.721 -2.216
S 0.2270 -2.1224 0.7192 -1.237 -0.401 0.119
S -0.0458 1.0824 -1.3678 -3.097 3.740 2.812
H 0.3327 1.2236 0.9323 1.097 3.131 1.772
H 1.8284 -0.7781 -0.3277 -0.151 0.187 0.359
H 1.8815 -0.5311 1.4581 -1.099 0.202 -1.047
H -2.2978 -1.6180 0.8664 -0.553 -0.514 -0.255
```
Forces are in eV/Å.

**Spin multiplicity**: 3
**Lowest unoccupied orbital energy (spin up / spin down)**: 3.1 / 1.0 eV
**Charge**: -1
**F_max**: 5.76 eV Å⁻¹